{"formula": "C5H10N2O", "method": "the ωB97M-V functional and the def2-TZVPD basis", "species": ["C", "N", "C", "C", "C", "C", "N", "O", "H", "H", "H", "H", "H", "H", "H", "H", "H", "H"], "coordinates": [[-3.036, -0.264, -1.464], [-1.666, -0.465, -1.062], [-0.997, 0.330, -0.350], [0.399, -0.020, 0.134], [1.083, -1.159, -0.640], [0.993, 0.851, 0.959], [2.343, 0.668, 1.401], [2.400, 0.865, 2.879], [-3.552, -1.182, -1.345], [-2.970, -0.102, -2.583], [-3.397, 0.720, -1.022], [-1.424, 1.167, 0.138], [0.398, -1.695, -1.260], [1.757, -1.841, -0.089], [1.883, -0.864, -1.409], [0.402, 1.474, 1.511], [2.661, -0.297, 1.219], [2.722, 1.815, 2.982]], "forces_ev_per_angstrom": [[1.74, 2.80, -1.27], [0.74, -0.69, -0.32], [0.80, -1.98, 0.76], [-0.22, 0.09, -2.53], [2.27, 0.78, -0.52], [1.93, -3.47, -0.19], [-0.68, 0.62, 0.92], [0.41, 1.30, -1.32], [-0.97, -0.45, 0.61], [-0.34, -0.12, 1.05], [-0.50, -1.42, -0.27], [-0.65, 1.39, 0.36], [-0.71, -0.50, 0.15], [-0.93, 0.04, 0.53], [-1.20, 0.63, 0.87], [-1.05, 2.19, 1.17], [-0.19, 0.71, 0.46], [-0.45, -1.91, -0.44]], "e_tot_ev": -10371.3299, "orbital_gap_ev": 9.3853, "e_lumo_ha": 0.0350, "smiles": "C/N=C/C(C)=C/NO", "multiplicity": 1}